No. 1
62
Properties=species:S:1:pos:R:3:forces:R:3 method="wB97M-V/def2-TZVPD" e_homo_ha=-0.281 de_lowest_kcal_mol=617.7 orbital_gap_ev=7.50 charge=0 spin_multiplicity=1 smiles="Cc1ccc(COc2ccc(/C=N/NC(=O)c3ccc(CN4CCOCC4)cc3)cc2)cc1"
O 2.571864 -3.795699 -1.494216 5.2 -1.6 2.1
O 5.822692 4.090148 -0.440791 -1.1 1.7 -1.4
O -3.560484 0.915008 -0.173080 0.4 5.9 0.2
N 3.446754 4.001370 -0.212521 5.0 2.0 -0.5
N 2.353156 3.392265 -0.232077 -6.3 -3.3 0.2
N 4.365568 -2.805659 0.566457 -7.0 -6.4 -6.2
C -6.598335 -1.455765 -0.460861 -10.4 -8.8 2.5
C -1.240452 3.782049 -0.560338 14.6 7.7 -2.4
C -7.789643 -1.239387 0.212719 -4.0 -1.0 2.1
C -4.800112 1.665194 -0.282904 -2.7 0.3 -2.1
C -5.703894 -0.635135 -0.616737 2.1 0.0 -1.0
C 4.845700 -3.032768 -1.006994 3.5 4.0 7.1
C -2.313772 3.293498 -0.597645 -17.1 -7.5 2.3
C -8.986795 -2.241873 0.451258 2.2 -2.5 0.8
C -5.896331 0.503996 -0.241834 -3.5 15.7 7.7
C 5.052739 -2.208592 1.424397 4.7 6.0 6.5
C -2.436078 1.923749 -0.158290 0.8 -5.2 -1.9
C 4.076782 -4.123190 -1.325995 -2.2 -3.8 -10.0
C 2.757743 -2.671569 0.761382 8.2 -3.6 -14.2
C 5.862088 -0.166316 0.277668 7.1 3.0 -5.9
C 3.872614 1.429953 1.048121 -5.1 2.0 4.7
C -0.120635 1.774845 0.045890 7.1 -1.4 0.4
C 0.032900 3.003502 -0.363881 -3.5 8.3 -0.7
C 5.062610 -0.717641 1.131929 -2.3 2.3 1.2
C 1.136376 3.961596 -0.369238 5.6 -7.7 1.5
C -1.263359 1.139499 -0.099365 -4.6 -2.3 2.4
C 4.812952 1.803588 0.253866 0.6 10.9 -6.0
C -7.156962 0.915339 0.617793 1.1 -0.8 -1.7
C -8.190714 -0.068685 0.878565 10.0 1.8 -4.4
C 4.032173 0.246323 1.517186 -1.5 -9.2 4.4
C 4.748600 3.568290 -0.444133 -0.2 -7.3 5.0
C 5.873896 1.351521 -0.257294 4.7 -7.8 -0.7
C 2.283782 -3.931641 -0.108988 -6.6 5.6 -1.9
H 6.019268 -3.410341 -0.782164 -3.0 1.5 -1.1
H -9.036708 0.343771 1.101516 -5.3 1.2 2.1
H -4.920700 -0.854712 -1.039377 8.2 -2.4 -4.5
H -7.294846 2.022415 0.870577 0.4 -1.7 -0.2
H 1.333499 4.857096 -0.696305 -1.2 5.7 -1.6
H 3.300389 -0.395928 2.264493 1.3 2.5 -1.4
H 0.921430 1.381793 0.298429 -1.7 -0.6 -0.1
H -3.355380 3.787843 -0.597051 2.0 -0.2 -0.6
H 6.771292 -0.697065 -0.268936 -1.8 0.4 1.5
H 4.365269 -4.121669 -2.623363 -0.7 -0.6 3.2
H -6.584800 -2.446927 -0.803554 0.6 -1.4 -0.7
H -8.591076 -3.323277 0.152438 -1.0 1.9 1.2
H -9.359343 -2.174431 1.637332 0.9 -0.4 -3.6
H 3.152951 2.110882 1.609580 0.9 -0.9 -1.5
H 6.737512 1.681970 -1.011686 -2.5 -0.4 2.0
H 4.686753 -1.987251 -1.459601 0.5 -2.0 0.0
H 1.026494 -3.603192 -0.417176 2.7 -1.7 2.4
H 6.147332 -2.445514 1.350710 -0.6 -0.4 0.8
H -5.088380 2.636494 0.330599 1.2 -2.6 0.4
H 2.527918 -4.880575 0.227213 0.0 -1.8 1.1
H -1.325974 0.048062 0.217815 -0.2 1.5 -0.8
H 4.558335 -2.229431 2.478049 1.3 -0.7 -1.1
H -1.235132 4.879771 -0.993983 0.8 -2.0 1.3
H -9.758253 -2.081123 -0.295464 -0.4 0.4 0.4
H 2.607878 -1.912563 0.086090 -1.6 2.5 -0.5
H 4.385559 -5.222054 -1.079853 -1.1 2.3 0.4
H 3.570504 4.845120 -0.597837 -1.2 5.6 -1.4
H -4.947163 2.314354 -1.279355 0.9 -2.1 1.0
H 2.431935 -2.791311 1.580792 -3.9 -0.6 11.5

---

No. 2
143
Properties=species:S:1:pos:R:3:forces:R:3 method="wB97M-V/def2-TZVPD" e_homo_ha="-0.249 / -0.292" orbital_gap_ev="7.38 / 5.83" charge=0 spin_multiplicity=6
Ir -0.171449 0.257265 0.690492 -0.4 0.5 0.2
As 3.733493 -0.654058 0.439979 0.1 -0.1 -0.2
S 1.349356 1.097516 2.413131 -1.2 -0.4 -1.0
Si -2.739279 2.725948 0.203201 -0.5 0.9 0.1
O -4.267726 2.327461 0.657497 0.2 0.0 -0.1
O -2.239736 3.968099 1.130175 0.1 -0.1 0.1
O -1.803926 1.424047 0.259237 1.5 -1.6 0.2
O -2.678290 3.522130 -1.221807 -0.1 -0.3 0.0
N -0.810884 -1.922057 0.521762 0.4 0.9 0.5
N 0.567124 -0.193944 -1.372203 -0.7 0.0 0.9
C -2.297274 2.853704 3.306009 -0.1 0.1 -0.3
C -4.019576 -3.217089 -1.764519 0.1 0.1 0.0
C 8.204016 0.442415 -0.787549 0.0 0.0 0.0
C 2.840217 0.394258 3.052061 0.3 -0.5 -0.1
C -1.958980 4.115557 2.512987 0.1 0.1 0.4
C -4.975949 1.097239 0.797703 -0.3 -0.3 0.1
C 4.244996 -4.559377 -0.966739 0.0 0.0 0.0
C 1.196308 0.551905 -2.360878 0.5 0.5 -0.5
C 2.633821 3.029930 0.040503 -0.1 -0.1 0.0
C 4.219942 -5.368552 0.162448 0.0 -0.1 0.0
C -2.565217 -3.324528 -1.278400 -0.3 -0.1 -0.1
C 5.009217 -0.647722 3.057525 0.0 0.0 -0.1
C 7.943633 -0.797211 -0.220397 0.0 0.0 0.0
C -1.810793 -3.145348 2.507042 0.2 0.1 -0.3
C 3.065485 1.758197 -4.081399 -0.1 0.0 0.0
C -1.697323 -2.861851 1.111020 -0.4 -0.5 0.3
C -0.142798 -2.341017 -0.553823 0.4 -0.3 0.5
C 1.790949 1.804881 -2.025965 -0.2 -0.3 0.1
C -4.361968 0.231693 1.902247 0.0 0.3 -0.1
C -2.693469 -4.133407 2.925212 -0.2 0.0 -0.2
C 1.162785 -2.323527 -4.619905 -0.1 0.1 0.0
C -1.861189 -4.405769 -2.105926 0.0 0.0 -0.1
C 0.529504 -1.522835 -1.450102 0.5 0.1 -0.2
C -0.467437 4.425885 2.645167 -0.2 0.0 -0.1
C -6.407812 1.481031 1.165264 0.2 0.1 0.0
C 5.170835 -0.360539 4.400816 0.1 -0.1 0.0
C 0.437386 -2.385144 3.443547 -0.1 0.1 0.0
C 0.622517 3.850397 -1.198023 -0.1 -0.1 0.0
C -2.404249 4.378331 -3.407725 0.0 -0.1 0.2
C 2.716435 2.367783 -2.888491 0.1 0.0 -0.1
C 3.863208 -0.282284 2.355614 -0.4 0.2 0.2
C 2.333100 0.663166 -4.489677 0.0 0.1 0.0
C 5.596375 -0.252334 -0.057707 0.0 0.0 0.0
C 7.159811 1.328162 -1.005255 0.1 0.1 0.0
C -3.354465 -4.596559 0.696918 -0.1 -0.2 -0.1
C -4.973082 0.305603 -0.508510 0.2 0.3 0.1
C 1.424797 2.609109 -0.793952 0.0 0.2 0.0
C 0.489717 -0.934451 -4.480139 0.0 -0.3 0.3
C 4.164339 0.304198 5.081502 0.0 0.0 0.0
C -2.511788 -3.603838 0.215778 0.1 0.2 0.0
C -3.098423 3.311312 -2.555949 -0.1 0.0 -0.5
C -1.073067 -2.484629 3.654490 0.2 0.3 -0.1
C -1.772178 -1.169234 4.009077 0.2 0.0 -0.1
C 1.344824 0.079733 -3.699253 -0.1 0.0 0.1
C -2.688373 1.922965 -3.052682 -0.1 0.2 0.2
C 4.098857 -4.794407 1.417819 0.0 0.0 0.0
C 6.648824 -1.144672 0.134280 0.0 0.0 0.0
C -3.458881 -4.867565 2.041020 0.0 0.0 0.1
C -4.612091 3.514849 -2.665592 0.2 0.0 0.2
C 4.127876 -3.186383 -0.831009 -0.1 0.1 -0.1
C 5.867654 0.983134 -0.638762 -0.1 -0.1 0.0
C -0.988337 -1.069103 -4.091326 0.2 0.2 -0.1
C -2.800325 5.287868 3.016969 0.1 -0.1 -0.1
C 3.966032 -2.599919 0.424318 0.0 0.0 0.0
C 3.009193 0.663943 4.416115 -0.1 0.1 0.0
C 3.968731 -3.416749 1.546776 -0.1 0.1 0.1
H 4.110205 -5.416162 2.304302 0.0 0.0 0.0
H 2.502275 0.253270 -5.479710 0.0 0.0 0.0
H 3.841983 2.174460 -4.709469 0.0 0.0 0.0
H 2.298771 3.554657 0.935615 0.0 0.0 0.0
H 4.178645 -2.552652 -1.710826 -0.1 0.0 0.0
H -1.742576 2.003079 2.902194 0.0 0.0 0.1
H -4.637280 -2.708021 -1.029603 -0.1 0.1 0.0
H -0.342784 3.566214 -1.610848 0.0 0.1 -0.1
H -4.963369 3.230337 -3.658506 0.0 0.0 0.0
H 1.075012 -2.007215 -2.246205 0.1 -0.1 0.0
H 0.930939 -2.111893 4.378180 0.0 0.0 0.0
H 7.349194 2.290172 -1.465104 0.0 0.0 0.0
H -4.064230 -2.662910 -2.703774 0.0 0.0 0.0
H -6.407235 2.080479 2.076264 0.0 0.0 0.0
H -5.655293 -0.537925 -0.434145 0.0 -0.2 0.0
H -2.790765 1.877264 -4.138118 0.0 -0.1 0.0
H 1.167859 4.442392 -1.935448 0.0 0.0 0.0
H 2.215101 1.179557 4.941408 0.0 0.0 0.0
H 6.457871 -2.126663 0.550206 0.0 0.0 0.0
H -2.077545 -2.367066 -1.467445 -0.3 -0.1 -0.1
H -2.555146 6.187194 2.451223 0.0 0.0 0.0
H -6.851510 2.074517 0.364640 0.0 0.0 0.0
H -2.616727 5.471453 4.076745 0.0 0.0 0.0
H -3.310165 1.147036 -2.604743 0.0 -0.1 0.0
H -1.332280 4.186462 -3.468852 0.0 0.0 0.0
H -1.207770 -3.138004 4.520618 0.0 -0.1 -0.1
H -5.125217 2.921860 -1.913215 -0.1 -0.1 0.0
H 3.233027 2.173622 0.352594 0.0 0.0 0.0
H -3.856790 5.063150 2.865467 0.0 0.0 0.0
H 0.692674 -1.640313 2.694512 0.1 0.0 0.0
H -7.011589 0.586991 1.326890 0.0 0.0 0.0
H -3.310728 0.056018 1.678214 0.0 -0.1 0.0
H 5.802552 -1.160233 2.528379 0.0 0.0 0.0
H -3.949471 -5.173123 -0.000416 0.0 0.1 -0.1
H -1.315140 -0.691677 4.875637 0.0 0.0 0.1
H -0.218370 5.294261 2.033778 0.0 0.0 0.0
H 3.867644 -2.978503 2.531481 0.0 0.0 0.0
H 9.214481 0.710827 -1.067661 0.0 0.0 0.0
H 0.747249 2.010553 -0.164816 0.4 0.4 -0.1
H -1.137196 -1.278587 -3.038402 -0.1 0.0 0.1
H 0.115112 3.569832 2.296446 0.0 0.1 0.0
H 1.072611 -2.684587 -5.645170 0.0 -0.1 0.0
H -4.130029 -5.633936 2.406382 0.0 0.0 0.0
H 8.752815 -1.497383 -0.054113 0.0 0.0 0.0
H 2.225686 -2.277095 -4.378989 0.0 0.0 0.0
H -4.446471 -4.204886 -1.945260 0.0 0.0 0.0
H -1.728030 -0.467830 3.177542 0.1 0.1 -0.1
H -2.782296 -4.331411 3.986867 0.1 0.0 0.0
H -1.531864 -0.155866 -4.329864 0.0 0.0 0.0
H -0.806622 -4.511114 -1.848906 -0.2 -0.2 -0.2
H -1.932981 -4.164690 -3.168616 0.0 0.0 0.0
H -2.341387 -5.373722 -1.950897 0.0 0.0 0.0
H -5.305700 0.932809 -1.333230 0.0 0.0 -0.1
H -4.877919 -0.728251 1.968778 0.0 0.0 0.0
H -2.822470 4.385485 -4.415170 0.0 0.0 0.0
H -3.363377 2.642326 3.222416 0.0 0.0 0.1
H -2.828667 -1.350321 4.214640 0.0 0.0 0.1
H 0.425331 4.472559 -0.323208 0.0 0.0 0.0
H -1.649806 1.724974 -2.779536 0.0 0.0 -0.1
H 0.686890 -3.064277 -3.973749 0.1 0.0 0.0
H 5.053452 1.672743 -0.817672 0.0 0.1 -0.1
H -4.432545 0.733950 2.868305 0.0 0.0 0.0
H 4.308026 -6.442925 0.063106 0.0 0.0 0.0
H -3.962225 -0.049591 -0.722067 0.0 -0.1 0.0
H -2.037405 2.981303 4.357121 0.0 0.0 0.0
H 3.192716 3.304476 -2.626532 0.0 0.0 0.1
H 0.828057 -3.344688 3.103637 0.1 -0.1 0.0
H 6.082140 -0.649925 4.907902 0.0 0.0 0.0
H -2.555888 5.355241 -2.948537 0.0 0.0 0.0
H -1.430459 -1.889295 -4.660849 0.0 0.0 0.0
H -4.857061 4.562497 -2.485941 0.0 0.0 0.0
H 4.365171 -5.001173 -1.948227 0.0 0.0 0.0
H 0.468931 -0.506295 -5.484478 0.1 0.0 0.0
H 3.274550 3.711817 -0.521708 0.0 0.0 0.0
H -0.204884 4.637152 3.683011 0.0 0.0 0.0
H 4.284802 0.553516 6.127682 0.0 0.0 0.0
H -0.109532 -3.409913 -0.744226 0.2 0.3 0.2

---

| no. | total energy (eV) |
| --- | --- |
| 1 | -39056.8322 |
| 2 | -152884.9721 |